[1]
{
  "formula": "C39H88N4O7",
  "method": "ωB97M-V/def2-TZVPD",
  "gap_ha": 0.310,
  "multiplicity": 1,
  "homo_ev": -8.098,
  "lumo_ev": 0.3,
  "total_charge": 0,
  "smiles": "CC1(C)CCCC(C)(C)N1O.CC1(C)CCCC(C)(C)N1O.CC1(C)CCCC(C)(C)N1O.CC1(C)CCCC(C)(C)N1O.CO.CO.CO",
  "species": ["O", "O", "O", "O", "O", "O", "O", "N", "N", "N", "N", "C", "C", "C", "C", "C", "C", "C", "C", "C", "C", "C", "C", "C", "C", "C", "C", "C", "C", "C", "C", "C", "C", "C", "C", "C", "C", "C", "C", "C", "C", "C", "C", "C", "C", "C", "C", "C", "C", "C", "H", "H", "H", "H", "H", "H", "H", "H", "H", "H", "H", "H", "H", "H", "H", "H", "H", "H", "H", "H", "H", "H", "H", "H", "H", "H", "H", "H", "H", "H", "H", "H", "H", "H", "H", "H", "H", "H", "H", "H", "H", "H", "H", "H", "H", "H", "H", "H", "H", "H", "H", "H", "H", "H", "H", "H", "H", "H", "H", "H", "H", "H", "H", "H", "H", "H", "H", "H", "H", "H", "H", "H", "H", "H", "H", "H", "H", "H", "H", "H", "H", "H", "H", "H", "H", "H", "H", "H"],
  "xyz": [[-1.29265, -3.03010, 1.70782], [-2.10750, 1.29861, -1.85557], [0.63900, 1.25409, -3.17205], [-1.42626, -1.72174, -0.80947], [-0.51061, 6.33769, 0.59383], [-2.44271, -4.06824, -1.60935], [2.95487, -0.01864, -3.47251], [-3.23018, 0.40677, -1.64474], [0.06313, -3.08200, 2.06450], [-0.13418, 5.40186, 1.54415], [2.97098, -0.96657, -2.45095], [0.10713, -0.74862, 2.66842], [3.79788, -1.54284, -0.19671], [-0.81022, -2.29155, 4.35286], [-4.94784, -0.97446, -2.61613], [3.89168, -0.54670, -1.31154], [3.27670, -2.25368, -3.07027], [-0.71623, 6.87651, 3.36277], [1.74178, -4.67737, 2.90948], [0.39021, 6.08013, 2.74593], [1.54052, 7.00199, 2.45089], [1.13538, 3.37160, 1.87876], [3.19839, 0.70686, -0.79098], [-4.02501, 0.82925, -0.50418], [3.28659, -3.23965, -1.92388], [-0.22887, 3.56793, -0.09040], [-3.89087, 0.08213, -2.89559], [-3.15340, 0.78088, 0.76795], [0.26190, -5.31137, 1.12052], [-4.42027, 1.34415, -3.64707], [1.98788, -3.75682, 4.10637], [0.31576, -4.55181, 2.39321], [-3.18882, -4.90326, -0.69549], [0.52797, 2.63501, -3.61170], [1.83720, 3.99423, 3.08958], [-0.10927, -1.29299, -1.03042], [0.68768, 4.36028, 0.85743], [0.83850, 4.99380, 3.69885], [0.25098, -2.11969, 3.26538], [-5.93763, -0.54160, -1.54517], [1.67000, -2.29755, 3.75974], [-0.68464, -5.24661, 3.38692], [4.20138, -2.90372, -0.75122], [-4.68627, 2.20280, -0.60173], [2.12391, -2.62789, -3.95782], [-2.76866, -0.57946, -3.70702], [-5.03368, -0.26813, -0.33418], [4.61761, -2.29317, -3.90108], [5.34259, -0.18645, -1.60428], [1.81140, 4.93471, -0.00413], [0.53817, -2.08731, -0.69626], [5.48709, -2.39764, -3.24838], [-2.80100, -4.79695, 0.32441], [-5.12509, 2.44362, 0.37198], [3.81904, 1.13517, -0.01721], [4.40823, -1.20989, 0.67041], [1.50440, 7.90620, 3.04635], [-0.35241, -5.33925, 4.41492], [-6.60676, -1.38587, -1.39005], [-5.46762, 2.13080, -1.38406], [-1.36634, -2.51501, 0.87742], [1.41498, 5.66617, -0.70588], [-4.47690, -1.19768, -0.13997], [2.41658, -3.51187, -4.52407], [3.68861, -4.14646, -2.38190], [-5.41765, -1.23017, -3.57021], [2.03300, 0.33748, -3.41539], [-5.64930, -0.16727, 0.55931], [2.45038, -4.31645, 2.16158], [2.44102, -1.96515, 3.03067], [-0.98453, 3.02903, 0.47178], [2.76803, -1.69877, 0.09215], [-6.54716, 0.29480, -1.87019], [-3.04219, -5.95522, -0.99765], [4.58990, -3.22490, -4.46407], [-2.32024, 1.51036, 0.74371], [-2.53486, 2.15661, -1.94390], [0.33420, 2.85764, -0.68494], [-5.34647, 1.79046, -3.30776], [1.24341, 2.68658, -4.43302], [-4.59817, 1.01062, -4.67915], [0.07272, -1.09306, -2.08836], [0.11416, -0.38549, -0.46528], [-0.90192, -1.33867, 4.85987], [5.65175, 0.28381, -0.69490], [-0.74322, -5.45684, 0.79919], [1.47361, 7.38704, 1.41458], [0.78450, -0.51718, 1.85154], [2.27470, 4.19133, -0.66876], [2.05866, 3.27701, 3.87170], [-0.77076, 4.26519, -0.73043], [-1.72778, -3.52337, -1.25968], [1.81553, -1.65232, 4.63130], [-2.10588, -1.11047, -1.18181], [0.13959, 1.04255, -2.37081], [-4.23294, -4.59864, -0.76918], [2.29729, -3.44263, -1.52932], [-2.73744, -0.22470, 0.98841], [-2.25995, -1.34250, -3.10258], [1.74870, 2.60210, 1.40307], [5.21793, -2.79326, -1.12691], [0.80598, 3.30138, -2.79236], [-0.72650, -6.29810, 3.10384], [0.73113, -6.29140, 1.28184], [-3.20074, -0.99157, -4.60788], [1.84543, -1.93228, -4.76879], [2.48606, 6.49412, 2.62854], [0.30775, 2.87229, 2.35872], [0.71660, -4.66547, 0.35528], [-1.71675, -4.94871, 3.39732], [2.80782, 4.40044, 2.76182], [1.21669, -2.93517, -3.42580], [-2.00439, 0.13587, -4.03194], [-4.45357, -1.85770, -2.15530], [-0.56710, -2.95858, 5.18044], [0.27023, 0.07383, 3.36028], [0.06419, 4.36191, 4.11284], [1.24326, 5.47361, 4.61287], [6.02397, -0.98312, -1.82628], [-3.95901, 2.97994, -0.84345], [-0.84725, 7.77274, 2.72912], [-1.62752, 6.32323, 3.43052], [-1.81087, -2.51558, 3.99238], [-3.73662, 1.04370, 1.63596], [-0.89818, -0.63798, 2.27498], [3.03221, 1.44912, -1.55594], [3.05865, -3.76740, 4.36121], [-1.43569, 6.50311, 0.74667], [2.61276, 5.31498, 0.62304], [4.74441, -1.46139, -4.58604], [1.45525, -4.03140, 5.00495], [5.45846, 0.56470, -2.40903], [-3.64744, 2.14049, -3.64298], [-0.44243, 2.86325, -4.06430], [4.06378, -3.64600, 0.04053], [-0.38913, 7.26381, 4.31286], [1.91938, -5.71129, 3.15231], [2.20635, 0.50246, -0.41027]]
}

***

[2]
{
  "formula": "C10H20N",
  "method": "ωB97M-V/def2-TZVPD",
  "gap_ha": [0.336, 0.325],
  "multiplicity": 3,
  "homo_ev": [-11.731, -14.095],
  "s2": 2.014,
  "lumo_ev": [-2.6, -5.2],
  "total_charge": 1,
  "species": ["N", "C", "C", "C", "C", "C", "C", "C", "C", "C", "C", "H", "H", "H", "H", "H", "H", "H", "H", "H", "H", "H", "H", "H", "H", "H", "H", "H", "H", "H", "H"],
  "xyz": [[0.74781, -0.70116, -0.24064], [0.80340, -1.97632, 0.53975], [1.70260, 0.31119, 0.11720], [3.04723, 2.27555, 0.68445], [-0.51510, 0.01575, -0.60909], [-2.00413, 1.72686, 0.40543], [-2.54787, -0.76257, 0.83766], [1.94395, 1.54252, -0.04246], [0.57061, -3.21242, -0.39590], [-1.41566, 0.28650, 0.62949], [-0.37214, 0.65239, -1.85680], [0.18911, -4.08093, 0.14363], [3.64659, 1.56777, 1.28637], [-2.54626, -1.09341, 1.85144], [-0.34474, -2.82868, -0.95008], [-1.06876, 2.41928, 0.22903], [2.57842, 2.70795, 1.62176], [-3.57283, -0.23690, 0.51691], [0.89435, -1.18573, -1.15778], [0.24608, -1.90323, 1.51713], [-2.51854, -1.63653, 0.15197], [3.47340, 2.92621, -0.07936], [-1.40965, 0.49581, -2.37486], [1.86645, -2.16617, 0.94060], [-0.24711, 1.78573, -1.74845], [-2.59157, 1.65829, -0.56062], [-2.77654, 1.95890, 1.17528], [1.45774, -3.35316, -1.07366], [-0.74375, 0.40295, 1.51933], [0.31260, 0.21424, -2.45234], [1.19428, 2.18933, -0.62538]]
}

***

[3]
{
  "formula": "C4H13N2P",
  "method": "ωB97M-V/def2-TZVPD",
  "gap_ha": 0.350,
  "multiplicity": 1,
  "homo_ev": -8.659,
  "lumo_ev": 0.9,
  "total_charge": 0,
  "smiles": "CN(C)P(C)(C)=N",
  "species": ["P", "N", "N", "C", "C", "C", "C", "H", "H", "H", "H", "H", "H", "H", "H", "H", "H", "H", "H", "H"],
  "xyz": [[-0.63121, 0.46234, -0.56190], [0.73650, -0.62424, -0.06011], [-0.57784, 0.76870, -2.04684], [-0.54061, 1.95906, 0.34921], [2.04238, -0.20134, -0.56617], [0.82768, -1.25908, 1.29483], [-2.15526, -0.60593, -0.07691], [-0.79399, 0.04693, -2.65238], [2.51690, 0.48205, 0.07747], [-0.42155, 1.67573, 1.44194], [-2.88899, -0.02176, -0.51237], [-2.05758, -1.67634, -0.39858], [-0.08051, -1.09409, 1.82671], [1.87427, 0.12684, -1.61647], [1.68958, -0.95410, 1.89162], [2.69322, -1.08269, -0.49331], [-2.40561, -0.70776, 0.98199], [0.97637, -2.32270, 1.12379], [-1.17781, 2.70346, 0.05914], [0.37408, 2.32490, -0.06164]]
}

***

For reference, calculated total energy by record: -2284.2584 -447.2660 -611.0263 hartree.